[1]
{"formula": "C38H40CoN6", "method": "ωB97M-V/def2-TZVPD", "total_energy_ev": -86619.2484, "multiplicity": 5, "homo_ev": [-0.73, -4.59], "homo_lumo_gap_ha": [0.0999, 0.2418], "s2": 6.0465, "total_charge": -1, "lumo_energy_ev": [2.0, 2.0], "species": ["Co", "N", "N", "C", "C", "C", "C", "H", "H", "H", "C", "C", "H", "H", "H", "C", "C", "H", "H", "H", "C", "H", "H", "H", "C", "H", "H", "H", "C", "H", "C", "H", "C", "H", "C", "H", "C", "C", "H", "C", "C", "H", "C", "H", "N", "C", "C", "C", "H", "C", "C", "H", "H", "H", "C", "H", "C", "C", "H", "H", "H", "C", "H", "H", "H", "N", "C", "C", "C", "C", "C", "C", "C", "N", "C", "C", "N", "C", "H", "H", "H", "H", "H", "H", "H"], "coordinates": [[-0.5946, -0.5217, 0.2809], [1.4586, -0.0941, 3.4752], [-1.6769, 0.6830, 1.8377], [-1.1627, -1.5197, -1.2783], [-1.2215, -2.2984, -0.0656], [0.0926, -2.2726, 0.5345], [0.5468, -2.9859, 1.7607], [-0.3068, -3.4356, 2.2747], [1.0354, -2.2785, 2.4460], [1.2656, -3.7778, 1.5186], [0.9647, -1.5742, -0.3573], [2.4406, -1.7104, -0.3634], [2.7513, -2.7184, -0.6792], [2.8541, -1.5298, 0.6314], [2.8833, -1.0024, -1.0640], [0.1722, -0.9994, -1.4106], [0.7113, -0.2410, -2.5732], [1.3359, 0.5947, -2.2325], [-0.0982, 0.1805, -3.1771], [1.3288, -0.8827, -3.2190], [-2.4017, -3.0665, 0.4270], [-2.3646, -4.1120, 0.0812], [-3.3346, -2.6197, 0.0522], [-2.4262, -3.0734, 1.5269], [-2.2470, -1.3691, -2.2889], [-2.1132, -0.4349, -2.8521], [-3.2328, -1.3322, -1.8024], [-2.2402, -2.2108, -3.0026], [2.3859, 0.5001, 4.2405], [3.1163, -0.1577, 4.7194], [2.4449, 1.8932, 4.4220], [3.2446, 2.3119, 5.0381], [1.4807, 2.7008, 3.8094], [1.4869, 3.7876, 3.9301], [0.4792, 2.0807, 3.0602], [-0.3417, 2.6382, 2.6149], [0.5138, 0.6796, 2.9166], [-0.5300, -0.0865, 2.2061], [-0.7825, -1.0012, 2.7705], [-1.9725, 0.7079, 0.4972], [-2.7658, 1.0818, 2.5891], [-2.7256, 1.1503, 3.6561], [-3.7571, 1.3441, 1.7148], [-4.7559, 1.6937, 1.8836], [-3.2752, 1.0704, 0.4375], [-4.0509, 1.0759, -0.7607], [-5.2202, 0.3023, -0.8416], [-5.9108, 0.2768, -2.0601], [-6.8184, -0.3278, -2.1426], [-5.4583, 0.9956, -3.1694], [-6.2328, 0.9854, -4.4570], [-5.5552, 1.0456, -5.3168], [-6.9239, 1.8386, -4.5223], [-6.8280, 0.0694, -4.5417], [-4.2840, 1.7493, -3.0579], [-3.9214, 2.3197, -3.9170], [-3.5586, 1.7895, -1.8611], [-2.2969, 2.5823, -1.7453], [-2.2849, 3.2154, -0.8485], [-2.2220, 3.2350, -2.6230], [-1.4004, 1.9406, -1.7298], [-5.7058, -0.5304, 0.3048], [-6.1758, 0.0832, 1.0860], [-4.9124, -1.1368, 0.7667], [-6.4690, -1.2258, -0.0682], [9.3892, -3.1871, 0.0658], [8.5174, -2.4050, 0.0954], [7.4529, -1.4333, 0.1060], [7.4149, -0.4433, -0.8876], [6.3957, 0.5112, -0.8926], [5.4290, 0.4827, 0.1177], [5.5510, -0.3888, 1.2103], [6.5389, -1.3858, 1.1674], [4.2553, 1.2472, -0.0624], [3.2320, 1.4274, 0.8604], [2.1916, 2.0410, 0.1930], [2.5073, 2.1196, -1.1525], [3.7558, 1.6899, -1.2832], [8.1728, -0.4413, -1.6734], [6.3332, 1.2847, -1.6635], [4.8523, -0.3205, 2.0468], [6.5958, -2.1258, 1.9682], [3.3585, 1.1584, 1.8911], [1.2707, 2.4457, 0.5929], [4.3490, 1.6473, -2.1809]], "mulliken_charge": [-1.49, -0.27, 0.73, 0.35, 0.85, 0.20, -1.07, 0.34, 0.31, 0.29, 1.10, -1.74, 0.28, 0.33, 0.45, 0.23, -1.04, 0.17, 0.41, 0.24, -1.49, 0.22, 0.36, 0.40, -0.96, 0.26, 0.13, 0.27, -0.52, 0.44, -0.54, 0.36, -0.48, 0.37, -0.43, 0.27, -0.10, -0.01, 0.62, -0.78, -0.93, 0.63, -0.71, 0.71, 1.12, 0.17, 1.20, -1.00, 0.34, 0.75, -1.55, 0.38, 0.29, 0.37, -1.12, 0.36, 1.23, -1.52, 0.27, 0.51, 0.17, -1.89, 0.38, 0.29, 0.39, -0.70, 0.11, 0.17, -0.67, -0.82, 1.07, -0.16, -0.84, 0.18, -0.18, -0.23, -0.73, -0.41, 0.38, 0.33, 0.30, 0.35, 0.19, 0.46, 0.28]}

***

[2]
{"formula": "C38H40CuN5O3P3S2Se2", "method": "ωB97M-V/def2-TZVPD", "total_energy_ev": -278525.7526, "homo_ev": -4.44, "homo_lumo_gap_ha": 0.2493, "total_charge": -1, "lumo_energy_ev": 2.3, "species": ["Cu", "Se", "P", "C", "C", "C", "C", "C", "C", "C", "C", "C", "C", "C", "C", "C", "C", "N", "N", "N", "P", "Se", "C", "C", "C", "C", "C", "C", "C", "C", "C", "C", "C", "C", "H", "H", "H", "H", "H", "H", "H", "H", "H", "H", "H", "H", "H", "H", "H", "H", "H", "H", "H", "H", "C", "C", "C", "O", "P", "S", "S", "O", "C", "C", "C", "H", "H", "H", "H", "H", "H", "H", "H", "H", "H", "H", "H", "H", "H", "N", "C", "O", "C", "C", "C", "N", "C", "C", "H", "H", "H", "H", "H", "H"], "coordinates": [[-1.8845, -0.6573, -0.7277], [4.4274, 2.7406, -1.5756], [3.8150, 0.9482, -0.6397], [4.8534, -0.4333, -1.2169], [5.8810, -0.9471, -0.4376], [6.7299, -1.9199, -0.9568], [6.5516, -2.3805, -2.2514], [5.5229, -1.8654, -3.0348], [4.6807, -0.8946, -2.5222], [4.0565, 0.9658, 1.1661], [4.9164, 1.8859, 1.7538], [5.1275, 1.8555, 3.1286], [4.4720, 0.9143, 3.9138], [3.6070, 0.0000, 3.3262], [3.3995, 0.0212, 1.9537], [2.1452, 0.3343, -0.8512], [0.8281, 0.8128, -0.9675], [0.0328, -0.2922, -0.9549], [0.8198, -1.3708, -0.8493], [2.0773, -1.0177, -0.7888], [0.0959, 2.4635, -0.8323], [-1.9426, 2.5976, -1.2824], [1.0132, 3.5472, -1.9500], [1.2945, 3.0750, -3.2281], [1.8805, 3.9120, -4.1631], [2.1855, 5.2241, -3.8252], [1.8854, 5.7038, -2.5568], [1.2916, 4.8695, -1.6194], [0.4952, 2.9369, 0.8861], [1.7858, 3.3191, 1.2577], [2.0800, 3.5738, 2.5923], [1.0924, 3.4384, 3.5587], [-0.1896, 3.0462, 3.1933], [-0.4920, 2.7985, 1.8586], [6.0241, -0.5954, 0.5767], [7.5289, -2.3197, -0.3440], [7.2089, -3.1434, -2.6519], [5.3766, -2.2267, -4.0460], [3.8778, -0.4913, -3.1290], [5.4032, 2.6247, 1.1274], [5.7974, 2.5745, 3.5851], [4.6314, 0.8967, 4.9863], [3.0858, -0.7279, 3.9382], [2.7214, -0.6866, 1.4878], [1.0580, 2.0479, -3.4835], [2.1098, 3.5376, -5.1545], [2.6587, 5.8759, -4.5521], [2.1137, 6.7306, -2.2945], [1.0414, 5.2471, -0.6367], [2.5612, 3.4158, 0.5040], [3.0861, 3.8642, 2.8747], [1.3261, 3.6321, 4.6005], [-0.9605, 2.9270, 3.9473], [-1.4866, 2.4822, 1.5600], [-5.0492, 2.2487, 1.2482], [-6.0438, 1.4684, 0.4077], [-6.1669, 2.0210, -0.9996], [-5.7843, 0.0523, 0.3655], [-4.4764, -0.8136, -0.0009], [-3.9583, -0.6156, -1.9022], [-3.0396, -0.5401, 1.3603], [-5.1391, -2.2774, 0.1260], [-6.0107, -2.8348, 1.1249], [-7.4312, -2.2929, 1.0323], [-5.4482, -2.7194, 2.5329], [-5.4028, 3.2794, 1.3443], [-4.0675, 2.2565, 0.7711], [-4.9445, 1.8105, 2.2411], [-7.0217, 1.5156, 0.8851], [-5.2122, 1.9556, -1.5174], [-6.4738, 3.0700, -0.9576], [-6.9012, 1.4523, -1.5739], [-6.0386, -3.8850, 0.8443], [-7.5290, -1.3413, 1.5551], [-8.1174, -3.0152, 1.4854], [-7.7144, -2.1451, -0.0109], [-5.3589, -1.6717, 2.8218], [-4.4574, -3.1715, 2.5961], [-6.1181, -3.2266, 3.2356], [1.0385, -7.0511, -0.1985], [0.4159, -6.5431, -1.3033], [0.4777, -7.0953, -2.3841], [-0.3462, -5.2638, -1.1001], [-0.7615, -4.8118, 0.1424], [-1.4467, -3.6094, 0.2244], [-1.7167, -2.8599, -0.8337], [-1.3334, -3.3067, -2.0280], [-0.6580, -4.5012, -2.2100], [1.6415, -7.8395, -0.3495], [1.2033, -6.4758, 0.6070], [-0.5896, -5.3795, 1.0487], [-1.7800, -3.2113, 1.1789], [-1.5887, -2.6700, -2.8697], [-0.3491, -4.8328, -3.1929]], "mulliken_charge": [-0.56, -0.26, 1.08, 0.68, -0.51, -0.71, -0.49, -0.65, -0.39, 0.29, -0.47, -0.70, -0.43, -0.72, -0.40, 0.74, -0.99, 0.74, -0.44, -0.63, 0.88, -0.51, 0.19, -0.35, -0.57, -0.46, -0.73, -0.11, 0.20, 0.27, -0.98, -0.56, -0.81, -0.32, 0.31, 0.40, 0.36, 0.38, 0.34, 0.38, 0.40, 0.36, 0.40, 0.47, 0.35, 0.37, 0.37, 0.39, 0.41, 0.51, 0.51, 0.37, 0.43, 0.14, -1.17, 0.60, -1.28, -0.22, 1.25, -0.62, -0.55, -0.40, 0.54, -1.27, -1.20, 0.51, 0.00, 0.31, 0.24, 0.15, 0.45, 0.32, 0.30, 0.16, 0.48, 0.32, 0.25, 0.23, 0.45, -0.37, 0.20, -0.63, 1.07, -0.96, -0.58, 0.40, -0.16, -0.86, 0.24, 0.19, 0.33, 0.47, 0.39, 0.45]}

***

[3]
{"formula": "C38H40GdI2N16O2S2", "method": "ωB97M-V/def2-TZVPD", "total_energy_ev": -126696.3150, "multiplicity": 8, "homo_ev": [-9.45, -9.32], "homo_lumo_gap_ha": [0.2339, 0.1733], "s2": 16.2358, "total_charge": 1, "lumo_energy_ev": [-3.1, -4.6], "species": ["Gd", "S", "C", "N", "N", "C", "C", "C", "C", "C", "C", "N", "N", "C", "C", "C", "C", "C", "C", "H", "H", "H", "H", "H", "H", "H", "H", "H", "H", "H", "I", "C", "I", "H", "H", "N", "C", "N", "C", "N", "N", "C", "N", "C", "C", "C", "C", "C", "N", "H", "H", "H", "H", "H", "H", "H", "H", "N", "C", "C", "C", "C", "C", "C", "S", "O", "O", "N", "C", "N", "C", "C", "C", "N", "H", "H", "H", "H", "H", "H", "H", "H", "H", "N", "C", "N", "C", "C", "C", "C", "C", "H", "H", "H", "H", "H", "H", "H", "H", "H", "H"], "coordinates": [[0.0172, 0.8446, -0.8083], [-0.8099, 0.4461, 1.7919], [0.3399, 1.4895, 2.6035], [0.6035, 1.3171, 3.9278], [-0.0593, 0.3707, 4.5478], [0.2648, -0.0347, 5.8285], [1.3277, 0.5600, 6.5166], [1.6370, 0.1285, 7.7923], [0.9022, -0.8895, 8.3906], [-0.1523, -1.4771, 7.7023], [-0.4750, -1.0579, 6.4259], [1.0605, 2.4642, 2.0526], [1.0687, 2.6599, 0.7438], [1.8928, 3.7257, 0.3817], [2.2489, 4.7451, 1.2739], [3.0325, 5.7975, 0.8372], [3.4770, 5.8539, -0.4790], [3.1485, 4.8320, -1.3612], [2.3615, 3.7797, -0.9347], [-0.7746, -0.1362, 4.0221], [1.8814, 1.3503, 6.0296], [2.4563, 0.5917, 8.3260], [1.1518, -1.2245, 9.3883], [-0.7285, -2.2652, 8.1682], [-1.2967, -1.5136, 5.8853], [1.8944, 4.6897, 2.2933], [3.3056, 6.5829, 1.5301], [4.0861, 6.6828, -0.8144], [3.5215, 4.8556, -2.3777], [2.1423, 2.9469, -1.5888], [-0.2945, 3.2185, -3.4703], [1.4698, 2.5258, -4.5001], [2.3088, 0.7761, -3.5360], [2.1901, 3.3327, -4.4552], [1.1912, 2.3069, -5.5227], [-2.8240, -1.7797, -1.9246], [-3.4021, -0.7122, -1.3602], [-4.7352, -0.7163, -1.4026], [-5.3464, 0.3011, -0.8152], [-6.6836, 0.3323, -0.8290], [-4.7049, 1.3101, -0.2091], [-3.3927, 1.2729, -0.2931], [-2.6437, 0.3118, -0.8575], [-2.7427, 2.4793, 0.2674], [-3.3431, 3.1253, 1.3393], [-2.8068, 4.3210, 1.7792], [-1.7362, 4.8611, 1.0829], [-1.2044, 4.1432, 0.0290], [-1.6584, 2.9472, -0.3562], [-3.5018, -2.4861, -2.1684], [-1.9511, -2.1582, -1.5374], [-7.1815, -0.4338, -1.2436], [-7.1722, 1.0795, -0.3713], [-4.2054, 2.6760, 1.8078], [-3.2295, 4.8350, 2.6320], [-1.3096, 5.8164, 1.3541], [-0.3738, 4.5454, -0.5375], [5.1342, -2.5006, 4.3949], [4.5137, -2.1239, 3.2349], [4.9027, -2.6861, 2.0065], [4.2488, -2.3540, 0.8428], [3.1965, -1.4526, 0.8930], [2.8086, -0.8679, 2.0886], [3.4593, -1.2009, 3.2570], [2.3154, -0.9919, -0.5501], [3.0156, -1.4218, -1.7391], [2.1612, 0.4761, -0.4530], [0.7592, -1.4554, -0.6080], [0.5004, -2.7692, -0.2958], [-0.7496, -3.1932, -0.5193], [-1.0511, -4.4472, -0.2029], [-0.1294, -5.3276, 0.3244], [1.1481, -4.8153, 0.4871], [1.4641, -3.5684, 0.1792], [6.0039, -2.9979, 4.3408], [4.9770, -1.9605, 5.2263], [5.7275, -3.3879, 1.9821], [4.5287, -2.7842, -0.1099], [2.0033, -0.1491, 2.0973], [3.1670, -0.7403, 4.1939], [-2.0772, -4.7480, -0.3914], [-0.3786, -6.3465, 0.5769], [1.9595, -5.4202, 0.8803], [-0.7395, 0.0426, -2.9756], [-1.0645, -0.5951, -3.8842], [-1.4181, -1.2967, -4.9174], [-2.5386, -0.8614, -5.7696], [-2.3808, -1.4990, -7.1423], [-2.4396, -3.0362, -7.0531], [-1.9064, -3.5414, -5.7009], [-0.8175, -2.6157, -5.1789], [-2.5233, 0.2262, -5.8359], [-3.4890, -1.1626, -5.3180], [-1.4273, -1.1808, -7.5687], [-3.1660, -1.1206, -7.7957], [-1.8502, -3.4628, -7.8651], [-3.4675, -3.3747, -7.1864], [-1.5135, -4.5530, -5.7977], [-2.7130, -3.5762, -4.9648], [-0.0212, -2.5113, -5.9211], [-0.3751, -2.9940, -4.2582]], "mulliken_charge": [0.53, -0.47, 0.02, -0.49, 0.52, 0.55, -0.14, -0.71, -0.49, -0.60, -0.51, -0.79, 1.50, -0.43, -0.30, -0.73, -0.52, -0.87, 0.63, 0.14, 0.45, 0.39, 0.40, 0.37, 0.38, 0.49, 0.40, 0.41, 0.38, -0.04, 0.14, -1.02, 0.22, 0.50, 0.53, 0.36, -0.08, -0.71, 0.38, -0.34, -0.66, 0.05, 0.50, 0.60, -0.63, -0.68, -1.09, -0.29, 0.20, 0.36, 0.13, 0.25, 0.24, 0.52, 0.45, 0.48, 0.68, -0.47, 1.00, -0.90, -0.54, -0.93, 0.75, -0.66, 1.62, -0.92, -0.37, 0.64, -0.31, -0.49, -0.26, -1.07, -0.18, -0.33, 0.20, 0.22, 0.31, 0.54, -0.26, 0.32, 0.46, 0.42, 0.48, -0.13, -0.24, 0.39, -0.69, -0.81, -0.55, -0.72, -0.54, 0.52, 0.29, 0.29, 0.40, 0.29, 0.31, 0.42, 0.24, 0.36, 0.35]}